The following is a quantum chemistry calculation of a single C23H22O4 molecule in a non-equilibrium geometry, from the OMol25 dataset.

Cartesian coordinates (Å):
C (0.63357, 2.40327, -0.74166)
C (-0.45859, 1.43686, -1.11645)
C (-0.74825, 1.45406, -2.56575)
O (-1.63997, 1.87534, -0.42306)
C (-2.75313, 0.97251, -0.39811)
C (-4.00956, 1.55761, -0.05056)
C (-5.12414, 0.82500, 0.18714)
O (-6.23350, 1.38894, 0.62962)
C (-7.33064, 0.56995, 0.93824)
O (-8.27696, 0.99837, 1.56887)
C (-7.34005, -0.74000, 0.62711)
C (-6.25993, -1.34148, 0.01669)
C (-5.08069, -0.52809, -0.20122)
C (-3.85221, -1.09093, -0.73323)
C (-2.66491, -0.36463, -0.69082)
C (-1.47845, -1.07556, -0.77183)
C (-0.26310, -0.08684, -0.58433)
O (0.16743, -0.21675, 0.79882)
C (1.11126, -1.25353, 1.05937)
C (2.47824, -0.63737, 0.92905)
C (3.60379, -1.35320, 0.70677)
C (4.98005, -0.88812, 0.71968)
C (6.00858, -1.83744, 1.01419)
C (7.37353, -1.40048, 1.16015)
C (7.74736, -0.07204, 1.19760)
C (6.66995, 0.88080, 0.95155)
C (5.32180, 0.52974, 0.68511)
H (0.62700, 2.49995, 0.35571)
H (1.54851, 2.12973, -1.25200)
H (0.42688, 3.42758, -1.08012)
H (-1.68751, 0.91808, -2.74450)
H (0.11181, 0.92482, -3.11673)
H (-0.80415, 2.47157, -3.02489)
H (-4.06380, 2.62857, -0.11303)
H (-8.37568, -1.16573, 0.87269)
H (-6.31896, -2.35302, -0.43576)
H (-3.81450, -2.11751, -1.09244)
H (-1.32235, -1.62534, -1.74121)
H (-1.36448, -1.78864, -0.00077)
H (0.57032, -0.57661, -1.19692)
H (0.91155, -2.17943, 0.45371)
H (0.96288, -1.66217, 2.07683)
H (2.51037, 0.41488, 0.98839)
H (3.43572, -2.42879, 0.70134)
H (5.75296, -2.91842, 1.01146)
H (8.08442, -2.06237, 1.49958)
H (8.72993, 0.26636, 1.49082)
H (6.97775, 1.93318, 0.89982)
H (4.51985, 1.25735, 0.53509)

Values from the calculation:
2S+1: 1
F_max: 5.99 eV/A
Energy relative to the best compared isomer or geometry (same formula, charge and spin): 261.79 kJ/mol
E_LUMO: -0.0086 Ha
SMILES string: CC1(C)Oc2cc3oc(=O)ccc3cc2C[C@@H]1OC/C=C/c1ccccc1

Löwdin atomic charges, in units of e: -0.010 -0.505 -0.019 -0.008 -0.116 0.101 -0.242 0.153 -0.477 0.105 -0.022 0.036 -0.121 0.072 -0.238 -0.098 -0.181 -0.132 -0.206 -0.048 -0.072 -0.219 -0.019 -0.096 -0.077 -0.073 -0.018 0.101 0.091 0.093 0.092 0.124 0.109 0.135 0.164 0.130 0.129 0.154 0.118 0.158 0.135 0.133 0.089 0.110 0.112 0.066 0.095 0.092 0.099